1.
Below is C44H24BrF7N5O3SeSn as an isolated structure, with properties calculated with the ωB97M-V functional and the def2-TZVPD basis.

The orbital gap comes out at 5.62 eV. The total charge is -1. The energy relative to the best compared isomer or geometry (same formula, charge and spin) comes out at 31.1 kcal/mol.

Cartesian coordinates (Å):
Sn -0.7188 -1.1404 -2.1595
C 3.2196 5.1706 10.2643
O 1.9841 5.2566 9.5896
C 1.8666 4.6036 8.4054
C 0.6354 4.7154 7.7585
C 0.4256 4.0907 6.5502
C 1.4354 3.3316 5.9484
C 2.6572 3.2266 6.6025
C 2.8777 3.8542 7.8209
C 1.1691 2.6839 4.6665
N 0.0368 2.7580 4.0082
C 0.2172 2.0237 2.8668
C 1.4894 1.4943 2.8335
N 2.0875 1.9251 3.9881
C 1.9848 0.7090 1.7560
C 3.2575 0.1253 1.7025
C 3.6265 -0.5792 0.5828
C 2.7174 -0.6691 -0.4752
N 1.5177 -0.1382 -0.4223
C 1.1147 0.5136 0.6636
C -0.2537 1.0236 0.6899
N -1.0824 0.7526 -0.3435
C -2.3223 1.2027 -0.3075
C -2.8383 1.9542 0.7461
C -2.0188 2.2474 1.8057
C -0.7014 1.7822 1.7951
H 3.1082 5.7565 11.1730
H 4.0349 5.5896 9.6677
H 3.4612 4.1385 10.5339
H -0.1437 5.3025 8.2270
H -0.5229 4.1748 6.0381
H 3.4702 2.6532 6.1742
H 3.8405 3.7516 8.3024
H 3.0261 1.7190 4.2740
H 3.9399 0.2321 2.5382
H 4.5971 -1.0493 0.5064
H 2.9687 -1.1767 -1.4026
H -2.9409 0.9319 -1.1558
H -3.8675 2.2843 0.7204
H -2.3634 2.8297 2.6504
F -2.0148 3.8724 -4.3737
C -2.1956 2.5381 -4.4684
C -1.7117 1.7064 -3.4828
C -1.8879 0.3281 -3.5642
C -2.5348 -0.2054 -4.7000
C -3.0427 0.6835 -5.6449
F -3.7498 0.2518 -6.7197
C -2.8886 2.0511 -5.5557
C -2.6203 -1.6788 -4.8308
C -3.0562 -2.3654 -5.9684
C -3.1281 -3.7469 -5.9457
C -2.7533 -4.4375 -4.8022
C -2.2657 -3.6935 -3.7449
N -2.2075 -2.3693 -3.7617
H -1.1774 2.1462 -2.6473
H -3.2904 2.7055 -6.3157
H -3.3209 -1.8399 -6.8695
H -3.4707 -4.2830 -6.8216
H -2.8120 -5.5152 -4.7438
H -1.8904 -4.1665 -2.8425
F 6.0425 -0.8740 -8.4831
C 5.0672 -0.9088 -7.5601
C 4.2239 -2.0009 -7.4690
F 4.3923 -3.0351 -8.3107
C 3.2255 -2.0278 -6.5161
F 2.4425 -3.1120 -6.4749
C 3.0143 -0.9836 -5.6079
Se 1.6823 -1.0686 -4.2943
C 3.8855 0.1033 -5.7377
F 3.7684 1.1530 -4.9163
C 4.8883 0.1474 -6.6862
F 5.7065 1.2108 -6.7663
Br -4.9672 -7.2611 2.9048
C -4.0206 -5.7639 2.1956
C -3.2003 -5.0266 3.0315
C -2.5053 -3.9483 2.5044
C -2.6337 -3.6089 1.1642
C -3.4701 -4.3617 0.3479
C -4.1681 -5.4470 0.8568
C -1.8465 -2.4343 0.5942
O -1.0080 -1.8919 1.3153
O -2.1529 -2.1320 -0.6091
H -3.1069 -5.2926 4.0756
H -1.8481 -3.3574 3.1288
H -3.5666 -4.0800 -0.6916
H -4.8186 -6.0351 0.2238

These are the Mulliken partial charges, in e, on atoms 1 to 6: atom 1 (Sn): 0.853, atom 2 (C): -0.844, atom 3 (O): -0.473, atom 4 (C): 0.981, atom 5 (C): -0.543, atom 6 (C): -0.544

2.
Below is C44H24I4N4PdSbSe4 as an isolated structure, with properties calculated with the ωB97M-V functional and the def2-TZVPD basis.

The spin multiplicity is 5. The orbital gap (alpha / beta) comes out at 4.55 / 4.23 eV. The total charge is -1.

Cartesian coordinates (Å):
Pd -0.4683 -0.1069 1.2615
I -4.4165 -8.2549 4.2374
C -3.6565 -6.5466 3.2449
C -2.5158 -6.6608 2.4695
C -2.0096 -5.5546 1.8246
C -2.6330 -4.2915 1.9008
C -3.7371 -4.2049 2.7778
C -4.2486 -5.3071 3.4260
C -2.1219 -3.1091 1.2638
C -0.7763 -3.0662 0.7296
C -0.0876 -4.0597 -0.0097
C 1.2242 -3.6646 -0.1004
C 1.3201 -2.4198 0.5628
C 2.5071 -1.7802 0.9773
C 3.7100 -2.6189 1.0696
C 4.9626 -2.1890 0.6389
C 6.0876 -2.9566 0.8753
C 5.9568 -4.1671 1.5307
I 7.6853 -5.3248 1.9323
C 4.7193 -4.6401 1.9296
C 3.6022 -3.8613 1.6973
C 2.5404 -0.5028 1.5453
N 1.4870 0.3815 1.5705
C 1.9044 1.4997 2.2360
C 1.1366 2.6482 2.4435
C 1.7306 3.7585 3.1976
C 2.9182 4.3695 2.8042
C 3.4756 5.3756 3.5681
C 2.8469 5.7703 4.7349
I 3.7354 7.2776 5.9325
C 1.6611 5.1876 5.1417
C 1.1061 4.1861 4.3686
C -0.2179 2.7862 2.0526
C -0.9256 4.0227 2.0001
C -2.1917 3.7373 1.5836
C -2.2697 2.3234 1.4051
N -1.0352 1.7805 1.6660
C -3.4265 1.5896 1.1083
C -3.5010 0.1938 1.0373
C -4.6890 -0.5782 0.8835
C -4.3336 -1.8883 0.9956
C -2.9179 -1.9309 1.2019
N -2.4416 -0.6656 1.2093
C -4.6976 2.3422 1.0510
C -5.1129 3.0117 2.2013
C -6.3089 3.7022 2.2307
C -7.0943 3.7255 1.0929
I -8.9299 4.7869 1.1404
C -6.7043 3.0743 -0.0635
C -5.5058 2.3790 -0.0806
C 3.2638 1.3129 2.6550
C 3.6541 0.0889 2.2204
N 0.0698 -2.0424 0.9900
H -2.0085 -7.6106 2.3727
H -1.0881 -5.6740 1.2828
H -4.1575 -3.2379 3.0072
H -5.0946 -5.2043 4.0883
H -0.5260 -4.9206 -0.4754
H 2.0359 -4.1656 -0.5916
H 5.0382 -1.2590 0.0931
H 7.0577 -2.6100 0.5512
H 4.6244 -5.5970 2.4242
H 2.6334 -4.2069 2.0308
H 3.3814 4.0807 1.8709
H 4.3906 5.8502 3.2524
H 1.1692 5.5022 6.0503
H 0.1845 3.7154 4.6822
H -0.4769 4.9780 2.1905
H -3.0006 4.4203 1.4078
H -5.6759 -0.1862 0.7303
H -4.9606 -2.7497 0.8679
H -4.4874 2.9735 3.0812
H -6.6286 4.2023 3.1325
H -7.3362 3.0972 -0.9408
H -5.1933 1.8737 -0.9847
H 3.8326 2.0233 3.2240
H 4.6061 -0.3858 2.3608
Se 0.7516 2.3202 -3.8440
Sb 1.1430 1.3982 -1.5345
Se -1.0340 0.1416 -1.2365
Se 3.1463 -0.0234 -1.7214
Se 1.8312 3.5489 -0.4971

These are the natural (NBO) partial charges, in e, on atoms 1 to 6: atom 1 (Pd): 0.980, atom 2 (I): 0.091, atom 3 (C): -0.148, atom 4 (C): -0.252, atom 5 (C): -0.216, atom 6 (C): 0.039

3.
Below is C44H27F4MnN12O4 as an isolated structure, with properties calculated with the ωB97M-V functional and the def2-TZVPD basis.

The spin multiplicity is 5. The orbital gap (alpha / beta) comes out at 4.91 / 5.76 eV. The energy relative to the best compared isomer or geometry (same formula, charge and spin) comes out at 59.0 kcal/mol.

Cartesian coordinates (Å):
Mn -0.3609 0.0883 -0.3642
C 3.8660 -2.2258 1.4607
C 3.7859 -0.8884 0.8096
N 2.6889 -0.3044 0.3910
C 3.0911 0.8827 -0.1692
C 4.4570 1.0155 -0.0961
N 4.8711 -0.1191 0.5292
C 5.4991 2.0169 -0.4576
O 5.1065 3.1284 -1.0485
O 6.6545 1.7765 -0.2046
C 2.1090 1.7921 -0.7647
O 2.3948 2.8819 -1.2300
O 0.8650 1.3712 -0.8031
H 2.8880 -2.4811 1.8607
H 4.5976 -2.2358 2.2692
H 4.1487 -2.9905 0.7354
H 5.8429 -0.2927 0.7408
H 4.1223 3.1355 -1.1609
C -4.2264 -1.5620 3.1546
C -5.2842 -2.0909 2.2245
C -6.6242 -2.1259 2.6049
C -7.6048 -2.6301 1.7633
C -7.2671 -3.1153 0.5074
C -5.9432 -3.0779 0.0994
C -4.9703 -2.5702 0.9504
N -3.6099 -2.5311 0.4868
C -2.9827 -1.3849 0.1613
N -3.7207 -0.2690 0.1106
C -3.2518 1.0425 -0.0815
C -1.9140 1.3955 -0.2224
C -1.5451 2.7367 -0.2919
C -2.5233 3.7143 -0.2893
C -3.8613 3.3578 -0.1982
C -4.2454 2.0341 -0.0903
C -5.6999 1.6536 0.0359
N -1.7114 -1.3470 -0.1446
C -0.8536 -2.5295 -0.1484
C -0.6810 -3.1441 1.2043
C -0.4473 -4.4484 1.3354
C -0.3682 -5.3565 0.1791
C -0.5994 -4.9396 -1.0627
C -0.9482 -3.5172 -1.3874
C -2.1519 -3.4361 -2.3176
H -4.5662 -1.6030 4.1877
H -3.9803 -0.5184 2.9312
H -3.3047 -2.1391 3.0913
H -6.8952 -1.7652 3.5902
H -8.6362 -2.6503 2.0928
H -8.0268 -3.5141 -0.1512
H -5.6505 -3.4353 -0.8806
H -3.0349 -3.3549 0.5929
H -4.7002 -0.3769 0.3218
H -0.5129 3.0227 -0.3906
H -2.2318 4.7534 -0.3653
H -4.6271 4.1249 -0.2041
H -6.3286 2.5313 -0.0957
H -5.9356 1.2338 1.0210
H -5.9967 0.9223 -0.7218
H -0.7534 -2.4994 2.0733
H -0.3141 -4.8651 2.3271
H -0.1309 -6.3969 0.3617
H -0.5529 -5.6253 -1.9026
H -1.8712 -3.8396 -3.2914
H -2.4789 -2.4047 -2.4603
H -2.9863 -4.0269 -1.9353
F 2.7705 -2.2365 -5.1632
C 2.0813 -1.1563 -4.7905
C 2.3496 0.0231 -5.4250
F 3.2723 0.0109 -6.3822
C 1.7172 1.2492 -5.0913
C 0.7797 1.1371 -4.0443
C 0.5286 -0.0583 -3.4351
F -0.4856 -0.0443 -2.5041
C 1.1499 -1.2753 -3.7377
C 0.7927 -2.5225 -3.1372
C 0.2031 -2.6359 -1.8649
N 0.3302 -1.9077 -0.7706
C 0.8397 -3.7563 -3.8627
N 0.8348 -4.7978 -4.3591
F 0.0806 2.1954 -3.6534
C 1.9809 2.4705 -5.7617
C 1.3513 3.7024 -5.4079
N 0.8808 4.7235 -5.1550
C 2.8811 2.5779 -6.8638
N 3.5892 2.7307 -7.7601
N -0.1132 0.2278 1.4571
C -0.2136 0.2671 2.6142
C -0.3585 0.2579 3.9700
C -0.8169 -0.9636 4.5532
N -1.2102 -1.9660 4.9662
C -0.0567 1.4125 4.7543
N 0.1856 2.3437 5.3868

These are the Mulliken partial charges, in e, on atoms 1 to 6: atom 1 (Mn): 0.290, atom 2 (C): -1.273, atom 3 (C): 0.118, atom 4 (N): -0.024, atom 5 (C): 0.235, atom 6 (C): -0.313

4.
Below is C44H28F6N4RuSb as an isolated structure, with properties calculated with the ωB97M-V functional and the def2-TZVPD basis.

The spin multiplicity is 5. The orbital gap (alpha / beta) comes out at 5.76 / 4.48 eV. The total charge is +1.

Cartesian coordinates (Å):
Ru 0.1960 -0.0696 -0.0108
C -0.3861 5.1104 5.6032
C 0.7459 5.2023 4.8070
C 0.9480 4.3050 3.7744
C 0.0247 3.2857 3.5456
C -1.0984 3.1784 4.3741
C -1.3068 4.0978 5.3823
C 0.1572 2.3160 2.4536
C 0.0870 0.9623 2.8201
C 0.2411 0.4844 4.1594
C 0.0990 -0.8694 4.1147
C -0.1722 -1.2125 2.7534
N -0.1095 -0.0894 1.9776
C -0.5481 -2.4851 2.3128
C -0.7867 -2.7885 0.9658
C -1.4128 -3.9972 0.5302
C -1.5791 -3.8913 -0.8154
C -1.0096 -2.6370 -1.2068
C -0.8994 -2.1917 -2.5265
C -1.4790 -2.9719 -3.6268
C -2.3910 -2.3306 -4.4702
C -3.0215 -3.0320 -5.4777
C -2.7326 -4.3718 -5.6799
C -1.7992 -5.0051 -4.8744
C -1.1762 -4.3149 -3.8507
C -0.2850 -0.9776 -2.8733
N -0.0171 0.0566 -2.0339
C 0.5197 1.0537 -2.8008
C 0.7989 2.3533 -2.3661
C 1.2226 3.3473 -3.3582
C 0.4650 3.5617 -4.5131
C 0.8581 4.5109 -5.4372
C 2.0265 5.2334 -5.2439
C 2.7919 5.0145 -4.1104
C 2.3880 4.0936 -3.1623
C 0.6421 2.7603 -1.0317
C 0.6925 4.1222 -0.6004
C 0.4595 4.1220 0.7402
C 0.3021 2.7563 1.1339
N 0.3835 1.9462 0.0316
C 0.6910 0.5876 -4.1421
C 0.1668 -0.6668 -4.1942
N -0.5552 -1.9680 -0.1015
C -0.8644 -3.4975 3.3295
C -1.8182 -3.1861 4.3023
C -2.1994 -4.1259 5.2383
C -1.6127 -5.3818 5.2393
C -0.6486 -5.6944 4.2918
C -0.2825 -4.7664 3.3321
H -0.5386 5.8141 6.4068
H 1.4743 5.9739 4.9993
H 1.8370 4.3627 3.1652
H -1.8191 2.3951 4.1834
H -2.1894 4.0199 5.9984
H 0.4740 1.0875 5.0130
H 0.1964 -1.5705 4.9202
H -1.7100 -4.8007 1.1747
H -2.0490 -4.5885 -1.4763
H -2.6272 -1.2903 -4.2971
H -3.7327 -2.5309 -6.1162
H -3.2166 -4.9154 -6.4757
H -1.5501 -6.0385 -5.0549
H -0.4221 -4.7989 -3.2498
H -0.4496 3.0062 -4.6590
H 0.2565 4.6873 -6.3156
H 2.3388 5.9626 -5.9771
H 3.7109 5.5578 -3.9668
H 2.9907 3.9106 -2.2868
H 0.8635 4.9662 -1.2375
H 0.3993 4.9678 1.3955
H 1.1631 1.1333 -4.9312
H 0.1255 -1.3338 -5.0304
H -2.2848 -2.2124 4.2833
H -2.9557 -3.8769 5.9668
H -1.9058 -6.1116 5.9782
H -0.1779 -6.6664 4.3076
H 0.4817 -5.0058 2.6087
F 2.1158 -1.7453 0.7956
Sb 3.6698 -0.6019 0.3094
F 4.3703 -1.9754 -0.7845
F 4.5665 -1.0988 1.8958
F 4.8109 0.7923 -0.2743
F 2.5859 0.7414 1.2395
F 2.4802 -0.1589 -1.2091

These are the Mulliken partial charges, in e, on atoms 1 to 6: atom 1 (Ru): 0.835, atom 2 (C): -0.443, atom 3 (C): -0.877, atom 4 (C): -0.388, atom 5 (C): -0.198, atom 6 (C): -0.189

5.
Below is C44H28N10O2Ti as an isolated structure, with properties calculated with the ωB97M-V functional and the def2-TZVPD basis.

The spin multiplicity is 2. The orbital gap (alpha / beta) comes out at 4.77 / 4.82 eV. The total charge is -1. The energy relative to the best compared isomer or geometry (same formula, charge and spin) comes out at 0.0 kcal/mol.

Cartesian coordinates (Å):
Ti 0.2634 -0.1500 0.1866
C 3.4088 -2.8219 -5.0044
C 3.7557 -1.4842 -5.2933
C 3.4484 -0.4633 -4.4219
C 2.7776 -0.7939 -3.2413
C 2.3077 -0.0071 -2.1368
N 1.7127 -0.8173 -1.2145
C 1.7571 -2.0995 -1.6904
N 1.2518 -3.2028 -1.1194
C 0.6582 -3.1791 0.0363
C 0.1831 -4.4071 0.6866
C 0.1904 -5.7292 0.2706
C -0.3387 -6.6748 1.1354
C -0.8483 -6.3049 2.3848
C -0.8414 -4.9817 2.7988
C -0.3226 -4.0405 1.9233
C -0.1427 -2.5889 2.0406
N -0.4000 -1.9339 3.1160
C -0.0936 -0.6176 3.2458
N 0.3783 0.2259 2.2757
C 0.6011 1.4485 2.8645
N 1.0971 2.5600 2.2785
C 1.4746 2.5826 1.0508
N 1.4696 1.5416 0.1212
C 2.1018 1.9916 -1.0134
N 2.4689 1.3213 -2.0642
C 2.4280 3.4114 -0.8580
C 3.0112 4.3224 -1.7258
C 3.2063 5.6132 -1.2611
C 2.8445 5.9742 0.0431
C 2.2735 5.0550 0.9083
C 2.0617 3.7705 0.4278
C 0.2593 1.3867 4.2376
C 0.2911 2.3368 5.2751
C -0.1269 1.9458 6.5201
C -0.5733 0.6195 6.7658
C -0.6027 -0.3175 5.7666
C -0.1846 0.0728 4.4807
N 0.4052 -2.1117 0.8573
C 2.4338 -2.1209 -2.9537
C 2.7517 -3.1541 -3.8410
H 3.6644 -3.5979 -5.7157
H 4.2701 -1.2613 -6.2201
H 3.7076 0.5652 -4.6362
H 0.5928 -5.9993 -0.6967
H -0.3594 -7.7173 0.8426
H -1.2539 -7.0683 3.0373
H -1.2260 -4.6819 3.7646
H 3.2921 4.0250 -2.7273
H 3.6481 6.3568 -1.9128
H 3.0158 6.9902 0.3774
H 1.9908 5.3161 1.9199
H 0.6353 3.3448 5.0817
H -0.1182 2.6564 7.3380
H -0.8944 0.3504 7.7650
H -0.9397 -1.3303 5.9467
H 2.4802 -4.1766 -3.6132
C -1.0219 4.9593 -0.7469
C -1.1266 3.4553 -0.5854
O -0.7633 2.7153 -1.4771
C -1.7210 3.0190 0.6963
C -1.9338 1.7583 1.0962
C -2.7067 1.4174 2.3276
N -1.5146 0.6492 0.3144
N -2.5350 0.2898 -0.5489
C -2.0530 -0.5629 -1.3824
O -0.7919 -0.8999 -1.2905
C -2.8748 -1.1759 -2.4433
C -2.3025 -2.1171 -3.2944
C -3.0622 -2.7054 -4.2958
C -4.3965 -2.3600 -4.4534
C -4.9693 -1.4204 -3.6036
C -4.2156 -0.8299 -2.6040
H -0.4879 5.3971 0.0982
H -2.0245 5.3945 -0.7660
H -0.5017 5.1901 -1.6738
H -2.0475 3.8163 1.3557
H -3.6362 0.9343 2.0131
H -2.9376 2.3018 2.9206
H -2.1648 0.6982 2.9421
H -1.2607 -2.3770 -3.1579
H -2.6092 -3.4358 -4.9547
H -4.9895 -2.8189 -5.2350
H -6.0106 -1.1472 -3.7245
H -4.6450 -0.0952 -1.9363

These are the Mulliken partial charges, in e, on atoms 1 to 6: atom 1 (Ti): -1.320, atom 2 (C): -0.640, atom 3 (C): -0.624, atom 4 (C): -0.238, atom 5 (C): 0.224, atom 6 (C): -0.389

Number 1: total energy -219856.9735 eV. Number 2: total energy -355785.4736 eV. Number 3: total energy -114323.6906 eV. Number 4: total energy -77465.4517 eV. Number 5: total energy -88201.8354 eV.